{
  "formula": "C22H38N7O4PPtS",
  "method": "the ωB97M-V functional and the def2-TZVPD basis",
  "orbital_gap_ev": 6.04,
  "lumo_energy_ev": 4.28,
  "de_lowest_kcal_mol": 4.5,
  "e_homo_ev": -1.760,
  "charge": -2,
  "symbols": ["Pt", "O", "S", "N", "N", "C", "N", "C", "N", "C", "C", "C", "C", "C", "C", "O", "N", "C", "O", "N", "C", "O", "H", "H", "H", "H", "H", "H", "H", "H", "H", "H", "H", "C", "C", "C", "C", "P", "N", "C", "C", "C", "C", "C", "C", "C", "C", "H", "H", "H", "H", "H", "H", "H", "H", "H", "H", "H", "H", "H", "H", "H", "H", "H", "H", "H", "H", "H", "H", "H", "H", "H", "H", "H"],
  "positions_angstrom": [[-1.793823, -1.098165, 0.593416], [-1.640409, -5.014030, 2.575026], [-1.762803, -3.980042, 1.528869], [-1.621122, -2.563747, 1.957971], [-3.727794, -0.802646, 1.150357], [-4.701057, -0.310635, 1.547105], [-5.877362, 0.130535, 1.874296], [-6.123193, 0.629634, 3.066340], [-6.461042, 1.090354, 4.079012], [-4.347598, 3.232764, 0.493485], [-3.198053, 3.887764, -0.263305], [-2.484120, 2.923320, -1.219912], [-1.294738, 3.650992, -1.893030], [-0.733613, 2.962771, -3.132871], [-3.439738, 2.524632, -2.318931], [-4.091216, 3.333882, -2.962223], [-3.479398, 1.199022, -2.587901], [-2.829434, 0.145706, -1.893581], [-2.979520, -0.967707, -2.351190], [-2.111850, 0.454871, -0.775123], [-1.925063, 1.748337, -0.391028], [-1.287871, 2.050091, 0.605555], [-4.820929, 3.941977, 1.174546], [-3.998928, 2.388818, 1.089912], [-5.117627, 2.868499, -0.190301], [-2.449760, 4.258649, 0.438181], [-3.564608, 4.727069, -0.858537], [-0.523125, 3.755678, -1.127571], [-1.637699, 4.654121, -2.161351], [-0.481369, 1.919861, -2.939388], [0.176492, 3.466054, -3.465750], [-1.451576, 2.993028, -3.954943], [-4.052806, 0.888698, -3.357596], [2.269716, -0.966486, -2.397566], [2.386236, -0.209351, -1.066252], [3.835355, 0.253392, -0.893000], [1.481965, 1.016875, -1.244431], [1.566095, -1.289074, 0.299727], [0.084341, -1.413681, -0.024974], [2.048763, -0.513667, 1.981683], [1.144078, -1.117695, 3.066479], [1.698781, 0.980528, 1.944213], [3.510160, -0.644883, 2.427936], [2.393832, -3.025845, 0.213469], [3.900635, -3.104081, -0.060201], [2.118391, -3.758296, 1.534767], [1.648502, -3.833942, -0.861710], [2.469127, -0.265746, -3.217017], [1.260206, -1.361427, -2.520691], [2.984709, -1.781225, -2.488035], [4.145627, 0.782053, -1.803654], [4.532790, -0.569759, -0.741108], [3.947840, 0.951897, -0.065242], [1.755678, 1.526769, -2.176123], [1.554984, 1.736327, -0.433150], [0.444197, 0.684028, -1.302894], [0.104466, -1.167276, 2.746287], [1.195955, -0.479394, 3.956197], [1.448628, -2.118261, 3.364114], [0.684093, 1.147759, 1.583204], [2.398624, 1.556942, 1.340372], [1.760715, 1.370565, 2.966556], [3.790519, -1.672872, 2.646020], [3.634010, -0.075597, 3.357694], [4.217610, -0.242522, 1.704073], [4.493235, -2.556285, 0.670992], [4.165611, -2.742630, -1.052235], [4.209797, -4.155765, -0.008385], [2.747624, -3.404891, 2.348484], [2.332555, -4.823747, 1.398459], [1.076944, -3.665416, 1.837255], [1.973437, -3.588970, -1.870626], [0.576227, -3.647821, -0.788869], [1.840693, -4.900683, -0.701360]],
  "forces_ev_per_angstrom": [[0.1, -0.2, -0.3], [0.0, 0.0, 0.0], [0.0, 0.0, 0.0], [0.0, -0.1, 0.1], [0.2, 0.4, 0.1], [-0.1, -0.3, 0.1], [0.0, 0.1, -0.1], [0.0, 0.0, 0.0], [0.0, 0.0, 0.0], [0.0, 0.0, 0.0], [0.0, 0.0, 0.0], [0.0, 0.0, -0.1], [0.0, 0.0, 0.0], [0.0, 0.0, 0.0], [0.0, 0.0, 0.0], [0.0, 0.0, 0.0], [0.0, 0.0, 0.0], [0.0, 0.0, 0.0], [0.0, 0.0, 0.0], [-0.1, 0.1, 0.1], [0.0, 0.0, -0.1], [0.1, 0.0, 0.0], [0.0, 0.0, 0.0], [0.0, 0.0, 0.0], [0.0, 0.0, 0.0], [0.0, 0.0, 0.0], [0.0, 0.0, 0.0], [0.0, 0.0, 0.0], [0.0, 0.0, 0.0], [0.0, 0.0, 0.0], [0.0, 0.0, 0.0], [0.0, 0.0, 0.0], [0.0, 0.0, 0.0], [0.0, 0.0, 0.0], [0.0, 0.0, 0.0], [0.0, 0.0, 0.0], [0.0, 0.0, 0.0], [0.0, 0.0, -0.1], [-0.1, 0.1, 0.2], [0.0, 0.0, 0.0], [0.0, 0.0, 0.0], [0.0, 0.0, 0.0], [0.0, 0.0, 0.0], [0.0, 0.0, 0.0], [-0.1, 0.0, 0.0], [0.0, 0.0, 0.0], [0.0, 0.1, 0.0], [0.0, 0.0, 0.0], [0.0, 0.0, 0.0], [0.1, -0.1, 0.0], [0.0, 0.0, 0.0], [0.0, 0.0, 0.0], [0.0, 0.0, 0.1], [0.0, 0.0, 0.0], [0.0, 0.0, 0.0], [0.0, 0.0, 0.0], [0.0, 0.0, 0.0], [0.0, 0.0, 0.0], [0.0, 0.0, 0.0], [-0.1, 0.0, 0.0], [0.0, 0.0, 0.0], [0.0, 0.0, 0.0], [0.0, -0.1, 0.0], [0.0, 0.0, 0.0], [0.0, 0.0, 0.0], [0.0, 0.1, 0.1], [0.0, 0.0, -0.1], [0.0, 0.0, 0.0], [0.0, 0.0, 0.1], [0.0, 0.0, 0.0], [-0.1, 0.0, 0.0], [0.0, 0.1, -0.1], [0.0, 0.0, 0.0], [0.0, 0.0, 0.0]]
}

{
  "formula": "C22H39AlNO10S",
  "method": "the ωB97M-V functional and the def2-TZVPD basis",
  "orbital_gap_ev": 5.87,
  "lumo_energy_ev": 1.60,
  "e_homo_ev": -4.266,
  "charge": -1,
  "symbols": ["C", "N", "C", "Al", "S", "H", "H", "H", "H", "H", "H", "H", "H", "H", "O", "C", "O", "C", "C", "C", "H", "H", "H", "H", "H", "H", "O", "C", "O", "C", "C", "C", "H", "H", "H", "H", "H", "H", "O", "C", "O", "C", "C", "C", "H", "H", "H", "H", "H", "H", "O", "C", "O", "C", "C", "C", "H", "H", "H", "H", "H", "H", "O", "C", "O", "C", "C", "C", "H", "H", "H", "H", "H", "H"],
  "positions_angstrom": [[-0.971673, -3.112835, -0.152434], [-1.536469, -2.421184, -1.304947], [-2.534821, -1.396165, -0.914841], [-4.110915, -1.982218, 0.233549], [-5.252623, -3.797550, -0.610137], [-0.291786, -3.888740, -0.519107], [-1.741731, -3.621271, 0.418739], [-0.373327, -2.468421, 0.498044], [-0.754003, -1.907187, -1.699261], [-2.967243, -1.033413, -1.850442], [-2.078368, -0.523695, -0.420821], [-3.746370, -2.375511, 1.738447], [-5.115574, -0.703977, 0.304987], [-5.265465, -3.705727, -1.948535], [-1.359028, -2.128779, 2.978823], [-0.500388, -1.576532, 3.588393], [0.775971, -2.056811, 3.683950], [1.560494, -1.211545, 4.539299], [0.851292, 0.133583, 4.533315], [-0.610400, -0.278476, 4.366065], [1.594109, -1.659948, 5.536814], [2.572791, -1.155405, 4.144835], [1.050973, 0.728984, 5.421894], [1.172861, 0.707795, 3.668835], [-1.102172, -0.482125, 5.318803], [-1.191175, 0.444989, 3.801716], [1.127912, -0.269700, -3.031865], [1.393770, -1.348007, -3.473650], [1.921366, -2.341594, -2.722716], [2.228160, -3.477445, -3.544608], [1.341939, -3.330672, -4.774816], [1.238718, -1.811685, -4.908660], [3.292784, -3.446819, -3.792171], [2.023875, -4.382542, -2.978300], [1.742615, -3.832428, -5.654138], [0.355961, -3.746820, -4.566683], [2.054539, -1.390756, -5.499010], [0.282842, -1.490235, -5.310948], [3.028227, 2.386583, 3.904354], [2.983754, 2.662571, 2.740425], [2.665150, 1.744300, 1.801333], [2.776773, 2.310131, 0.483424], [2.653282, 3.814452, 0.691581], [3.274535, 3.993693, 2.078482], [3.746041, 2.026276, 0.068759], [1.991786, 1.895652, -0.143547], [3.135625, 4.394815, -0.092734], [1.599672, 4.096537, 0.719330], [4.354802, 4.129825, 2.031897], [2.822919, 4.805831, 2.641700], [7.105528, 4.640987, 2.071761], [6.754584, 5.616179, 2.666567], [5.750673, 5.593463, 3.575411], [5.473096, 6.924787, 4.042087], [6.748231, 7.715566, 3.777728], [7.286425, 7.029116, 2.523967], [4.618732, 7.314571, 3.483834], [5.212046, 6.877669, 5.096033], [6.573027, 8.783393, 3.663893], [7.447366, 7.575174, 4.603034], [6.874743, 7.460569, 1.610319], [8.370908, 7.023911, 2.470208], [-10.033109, -5.268571, -5.909235], [-9.206061, -4.791442, -5.184059], [-7.953436, -5.283811, -5.085253], [-7.219632, -4.570957, -4.062109], [-7.928069, -3.234285, -3.918718], [-9.371785, -3.614730, -4.241152], [-7.250039, -5.152823, -3.140001], [-6.184747, -4.468620, -4.376924], [-7.785110, -2.784331, -2.938715], [-7.556329, -2.534503, -4.669278], [-9.913405, -3.955744, -3.357466], [-9.925640, -2.815368, -4.725347]],
  "forces_ev_per_angstrom": [[0.4, -0.4, -0.5], [0.2, 0.5, 0.3], [-0.4, -0.6, -0.1], [0.2, 0.7, -0.1], [-0.3, -0.6, 0.0], [0.1, -0.1, 0.0], [-0.2, 0.2, 0.2], [-0.2, 0.1, 0.3], [0.0, -0.1, -0.3], [-0.1, 0.2, -0.1], [0.1, 0.0, 0.1], [-0.1, -0.3, 0.0], [-0.1, 0.1, -0.2], [0.2, 0.3, 0.0], [0.3, -0.2, 0.1], [-0.3, 0.1, 0.0], [0.1, 0.0, 0.0], [0.0, 0.0, 0.0], [-0.3, 0.1, 0.1], [0.5, 0.2, -0.1], [0.0, 0.0, 0.0], [0.0, -0.1, -0.1], [0.1, 0.0, 0.0], [0.0, 0.0, 0.0], [-0.1, 0.0, 0.0], [-0.2, -0.1, 0.0], [0.1, 0.0, 0.2], [0.0, 0.3, -0.2], [0.0, 0.0, 0.0], [0.0, -0.1, -0.1], [-0.1, 0.1, -0.1], [-0.1, -0.5, 0.1], [0.0, 0.0, 0.0], [0.0, 0.1, 0.1], [0.1, 0.0, 0.0], [0.0, 0.0, 0.0], [0.0, 0.1, 0.0], [0.1, 0.2, 0.0], [0.0, 0.1, 0.1], [0.2, 0.0, 0.1], [0.0, 0.0, 0.0], [-0.1, 0.1, -0.2], [0.0, 0.1, 0.1], [-0.4, 0.0, -0.4], [0.0, 0.0, 0.0], [0.0, -0.1, 0.1], [0.1, -0.1, 0.0], [0.0, 0.0, 0.0], [0.0, 0.0, 0.1], [0.2, 0.0, 0.2], [-0.1, -0.1, 0.1], [0.0, 0.0, -0.3], [0.1, 0.1, 0.1], [0.0, 0.1, 0.1], [0.1, 0.0, -0.1], [0.0, 0.1, 0.4], [0.0, 0.0, 0.0], [0.0, -0.1, 0.0], [-0.1, 0.0, 0.0], [0.0, 0.0, 0.0], [0.0, 0.0, -0.1], [0.0, -0.1, -0.2], [0.1, 0.0, -0.1], [-0.2, 0.0, 0.1], [0.0, 0.1, 0.0], [0.2, 0.1, 0.2], [-0.1, 0.1, 0.0], [0.4, 0.2, -0.1], [0.0, 0.0, 0.0], [0.0, -0.1, -0.1], [0.0, -0.1, 0.0], [0.0, 0.0, 0.0], [-0.1, 0.0, 0.0], [-0.2, -0.1, 0.0]]
}

{
  "formula": "C22H39B2Be2Cl8FNO10",
  "method": "the ωB97M-V functional and the def2-TZVPD basis",
  "orbital_gap_ev": 1.33,
  "lumo_energy_ev": -8.39,
  "e_homo_ev": -9.729,
  "charge": 1,
  "symbols": ["C", "C", "C", "B", "O", "O", "C", "C", "O", "B", "C", "O", "C", "C", "O", "O", "C", "C", "C", "C", "N", "C", "C", "O", "C", "C", "C", "C", "C", "C", "H", "H", "H", "H", "H", "H", "H", "H", "H", "H", "H", "H", "H", "H", "H", "H", "H", "H", "H", "H", "H", "H", "H", "H", "H", "H", "H", "H", "H", "H", "O", "H", "H", "H", "O", "H", "H", "H", "Cl", "Be", "Cl", "F", "O", "H", "Be", "C", "Cl", "Cl", "H", "H", "C", "Cl", "Cl", "Cl", "Cl"],
  "positions_angstrom": [[-1.274718, -2.035886, -0.774002], [-0.268265, -1.319642, -0.254128], [0.563109, -1.812642, 0.915751], [1.550877, -2.995683, 0.463141], [1.829989, -3.238024, -0.865737], [2.089875, -3.727341, 1.486752], [3.052293, -4.699277, 1.088183], [4.387072, -4.077020, 0.731737], [-0.394652, -2.578117, 1.684255], [-0.221392, -2.344054, 3.035701], [-1.529156, -2.077330, 3.961393], [-2.362880, -1.082675, 3.371044], [-3.627991, -1.532005, 3.064834], [-3.955855, -1.587269, 1.597117], [-4.426887, -1.825060, 3.896012], [0.813142, -1.435753, 3.134173], [1.143501, -0.726154, 1.894013], [2.654232, -0.594775, 2.083195], [3.498190, 0.150410, 1.021029], [3.003909, 0.068689, -0.411096], [3.706769, 1.100985, -1.195492], [0.252233, 0.521278, 2.013455], [0.566858, 1.731466, 1.158710], [1.511661, 2.480994, 1.321501], [-0.393107, 2.128575, 0.064716], [-1.711025, 2.427043, 0.404197], [-2.629945, 2.812029, -0.552587], [-2.223296, 2.927307, -1.876224], [-0.913884, 2.689947, -2.245993], [-0.019671, 2.275494, -1.257234], [-1.995715, -2.579467, -0.183000], [-1.397349, -2.020363, -1.853670], [-0.058330, -0.384338, -0.759652], [1.119041, -3.745640, -1.275097], [3.242805, -5.362674, 1.985576], [2.697097, -5.377655, 0.315054], [4.357394, -3.654659, -0.271950], [5.159557, -4.844993, 0.713263], [4.648535, -3.283745, 1.431836], [0.278123, -3.539156, 3.670793], [-2.092644, -3.000007, 4.123052], [-1.255651, -1.739149, 4.959566], [-3.991726, -2.614772, 1.240423], [-3.150279, -1.106650, 1.040210], [-4.866864, -1.048817, 1.355607], [2.778333, -0.043353, 3.016145], [3.110211, -1.561828, 2.269249], [4.487855, -0.311681, 1.029060], [3.680868, 1.171598, 1.345045], [3.289740, -0.893243, -0.834575], [1.928469, 0.204045, -0.515466], [3.921128, 0.766187, -2.122658], [3.163875, 1.949338, -1.237989], [0.322777, 0.831062, 3.057870], [-0.787129, 0.236578, 1.852119], [-1.987145, 2.338189, 1.448620], [-3.645509, 2.996877, -0.236713], [-2.952944, 3.213988, -2.626652], [-0.603087, 2.784183, -3.272548], [0.994518, 2.077791, -1.575776], [-1.025298, 5.043988, -4.347208], [-1.565234, 5.159937, -3.540375], [-0.130972, 5.410448, -4.239753], [-1.507092, 5.399645, -5.196620], [2.000856, 4.747833, -0.531649], [2.783290, 4.589712, -1.095329], [2.194295, 5.560678, 0.196907], [1.728676, 3.920578, -0.055551], [0.922345, -4.851348, 3.433107], [3.901014, -4.995821, 3.844699], [0.790533, 0.303599, -2.984373], [2.969792, 6.039244, 1.148279], [-2.192534, 4.472811, -6.939825], [-1.442854, 3.884717, -6.764142], [4.541992, 5.511798, 0.259498], [-2.554726, -6.796362, 1.807499], [-2.444460, -5.513839, 0.590463], [-0.957856, -7.369068, 2.292219], [-3.063943, -6.403624, 2.679714], [-3.112237, -7.625801, 1.389677], [-5.381209, 6.091111, -5.809253], [-3.963108, 6.787341, -6.577093], [-4.868909, 5.132611, -4.392337], [-6.469695, 7.373982, -5.270358], [-6.219603, 5.042673, -6.944352]],
  "forces_ev_per_angstrom": [[0.0, 0.4, -0.3], [0.0, -0.2, 0.1], [-0.9, 0.6, -0.4], [0.3, 0.6, 0.0], [-0.1, -0.5, 0.5], [0.9, 0.6, -1.9], [0.7, -0.5, 0.9], [-0.1, 0.0, -0.5], [-0.8, -0.6, 0.9], [-0.6, 4.4, -3.3], [0.0, -1.6, 1.5], [0.5, -0.3, -0.6], [-0.9, 0.0, -0.6], [1.1, 0.8, -0.5], [0.2, -0.2, 0.6], [0.0, 0.3, 1.8], [-0.4, -2.3, 1.2], [0.5, 1.3, -0.7], [0.1, -0.6, 0.5], [0.7, 0.8, -0.1], [0.3, -0.4, 0.3], [0.3, 0.7, -0.1], [-0.4, 0.3, -0.9], [0.6, 0.1, 0.0], [-0.8, -0.2, 0.3], [0.2, -0.4, 0.5], [0.2, -0.1, 0.3], [-0.4, 0.4, -0.4], [-0.4, 0.1, 0.6], [1.0, 0.3, -0.4], [0.7, -1.1, 0.0], [-0.8, 0.9, 0.1], [1.1, -0.5, -0.5], [0.0, 0.3, -0.4], [-0.5, 0.4, -0.6], [-0.2, 0.1, -0.1], [-0.1, 0.1, 0.0], [0.1, 0.0, 0.2], [0.1, -0.1, 0.1], [1.7, -3.8, 0.4], [-0.2, 0.1, 0.0], [0.2, 0.1, 0.0], [-0.2, -0.1, 0.2], [0.0, 0.0, 0.0], [-0.3, -0.3, 0.2], [-0.1, -0.1, 0.1], [-0.5, -0.3, -0.1], [0.1, 0.1, 0.0], [-0.3, 0.2, -0.3], [-0.4, -0.1, -0.1], [-0.1, -0.3, 0.1], [-0.2, 0.3, -0.2], [-0.1, 0.0, -0.3], [0.2, 0.1, 0.0], [0.0, -0.2, -0.1], [-0.3, 0.0, 0.0], [-0.1, 0.1, -0.2], [0.0, -0.1, 0.0], [0.1, -0.2, -0.1], [0.2, 0.1, 0.2], [-0.3, 0.4, -0.3], [0.0, 0.0, -0.1], [-0.1, 0.1, 0.0], [-0.4, -1.1, -1.0], [-1.0, 0.2, -0.4], [0.0, -0.1, 0.1], [0.9, -0.5, 0.6], [0.1, -0.3, 0.4], [-1.7, 1.6, 1.9], [0.0, 0.1, 0.3], [0.1, -0.3, -0.6], [1.8, -0.5, -1.6], [0.9, 0.8, 1.7], [-0.2, -0.3, -0.4], [-1.7, 0.8, 1.5], [-0.1, 0.0, 0.0], [0.0, 0.1, 0.0], [-0.1, -0.2, 0.0], [0.1, 0.1, 0.0], [0.1, 0.0, -0.1], [0.0, 0.1, -0.2], [-0.1, 0.2, 0.0], [0.0, 0.0, 0.1], [0.0, 0.0, 0.1], [0.0, 0.0, 0.1]]
}